Entry 1:
49
Properties=species:S:1:pos:R:3:forces:R:3:nbo_charge:R:1 method="wB97M-V/def2-TZVPD" homo_lumo_gap_ev=7.13 homo_energy_ev=-4.347 total_charge=-1 total_energy_ha=-964.68867 molar_mass_g_mol=290.2
C -3.8395 2.5582 -1.9881 0.7 0.1 0.3 -0.6201
C -2.2787 2.6482 -2.3003 -1.6 0.2 -0.4 -0.6337
B -1.3868 1.6916 -1.3040 0.8 -0.3 -1.1 0.2262
C -1.2745 0.1233 -1.7787 0.4 0.0 -0.7 -0.6565
C -0.7357 -0.1045 -3.2390 -0.5 -1.6 0.5 0.1071
O 0.0492 0.9766 -3.7508 0.0 -0.7 0.1 -0.7048
C -1.9112 -0.5241 -4.2524 0.2 0.6 -0.3 -0.2469
N -1.9692 0.4507 -5.3830 -0.6 -0.9 -0.3 -0.8438
N -1.9276 1.6668 0.1925 1.0 0.3 0.1 -0.6708
C -1.8719 2.7532 0.7013 -2.8 -0.7 0.1 0.8142
O -2.2254 3.7713 1.1886 1.1 1.0 0.6 -0.6233
H -4.4523 3.1198 -2.7347 0.3 -0.4 0.5 0.1723
H -4.1494 1.4810 -1.9580 0.1 0.8 -0.1 0.1846
H -4.0418 2.9761 -0.9679 0.0 -0.3 -0.8 0.1993
H -2.1743 2.3510 -3.3811 0.3 0.2 0.9 0.1864
H -1.9736 3.7313 -2.2585 -0.2 -0.9 0.0 0.1872
H -0.2783 2.1873 -1.2651 0.4 -0.1 0.0 -0.0853
H -0.5586 -0.3844 -1.0778 -0.8 0.3 -0.4 0.2102
H -2.2948 -0.3438 -1.7148 0.9 0.1 0.1 0.1818
H -0.0608 -1.0113 -3.1957 -0.5 0.7 -0.1 0.1276
H 0.5156 0.5911 -4.5111 -0.3 0.5 0.2 0.4539
H -2.9087 -0.5582 -3.7521 0.8 -0.1 0.0 0.1735
H -1.7326 -1.5357 -4.7053 0.0 0.8 0.5 0.1648
H -2.3054 -0.0632 -6.2018 0.0 0.4 0.3 0.3357
H -2.6770 1.1541 -5.1660 0.4 -0.1 -0.1 0.3592
C 2.3197 0.8418 4.6367 0.1 0.0 -0.2 -0.2479
O 3.0824 -0.3234 4.3664 -0.3 0.1 0.2 -0.5574
C 2.4655 -1.5202 4.8328 0.4 -0.3 -0.2 -0.0684
C 2.0520 -2.3975 3.6604 -0.2 0.4 -0.1 -0.2400
N 0.9369 -1.8043 2.9301 0.2 -0.3 0.1 -0.6264
C 0.6412 -2.4693 1.6609 -0.1 0.3 0.0 -0.2527
C 1.7042 -2.3905 0.5602 -0.4 -0.1 -0.2 -0.0801
O 1.9087 -1.0854 0.0542 0.3 -0.3 0.2 -0.5311
C 2.8534 -0.3110 0.7696 -0.2 0.2 -0.3 -0.2421
H 2.9147 1.7077 4.3461 0.0 -0.1 0.0 0.1920
H 1.3936 0.8491 4.0552 -0.1 0.1 0.1 0.1762
H 2.0901 0.9200 5.7042 -0.1 0.0 0.0 0.1627
H 1.6174 -1.3135 5.4934 0.0 0.1 -0.2 0.1760
H 3.2182 -2.0552 5.4215 0.0 0.0 0.0 0.1732
H 1.7537 -3.3820 4.0349 0.0 0.0 0.0 0.1840
H 2.9290 -2.5241 3.0133 0.2 -0.1 0.1 0.1666
H 1.1505 -0.8335 2.7369 -0.1 0.0 0.0 0.3590
H -0.2719 -2.0087 1.2742 0.1 0.0 -0.1 0.2260
H 0.4047 -3.5210 1.8575 0.1 0.0 0.0 0.1781
H 1.3339 -2.9817 -0.2834 0.0 0.0 0.0 0.1890
H 2.6545 -2.8526 0.8565 0.1 0.1 0.1 0.1502
H 3.6455 -0.9229 1.2115 -0.1 -0.1 0.1 0.1585
H 2.3561 0.2815 1.5415 0.2 0.0 0.1 0.1637
H 3.3094 0.3904 0.0689 -0.1 0.0 0.0 0.1925

Entry 2:
103
Properties=species:S:1:pos:R:3:forces:R:3:mulliken_spin:R:1 method="wB97M-V/def2-TZVPD" s2=0.7962 multiplicity=2 homo_lumo_gap_ev="4.42 / 4.34" homo_energy_ev="-3.414 / -3.403" total_charge=-1 total_energy_ha=-6122.21950 molar_mass_g_mol=1110.5
Sr 1.5736 -0.8174 -0.2577 10.3 0.5 1.5 0.0243
Cl -2.9687 5.5635 4.8848 0.0 0.1 0.0 0.0000
C -2.6144 4.1208 3.9775 0.0 -0.2 -0.1 0.0000
C -3.6505 3.3380 3.4795 0.1 0.1 0.1 -0.0001
C -3.3504 2.2020 2.7616 0.0 -0.2 -0.1 -0.0001
C -2.0256 1.7745 2.5272 -0.4 -0.3 -0.3 -0.0030
O -1.9185 0.6929 1.7467 0.1 0.3 1.2 0.0006
C -1.0027 2.5781 3.0463 -0.1 0.3 0.0 0.0004
C 0.4327 2.2684 2.9505 0.1 0.2 -0.1 0.0012
O 0.8591 1.1580 2.8782 0.1 -0.9 -0.1 -0.0011
C -1.3113 3.7484 3.7413 -0.1 0.1 0.1 0.0001
H -4.6788 3.6280 3.6504 0.0 0.0 0.0 0.0000
H -4.1462 1.5932 2.3471 0.0 0.0 0.0 -0.0001
H 1.1118 3.1408 2.9956 0.1 0.0 0.0 0.0001
H -0.4999 4.3606 4.1181 0.0 0.0 0.0 0.0000
C -0.7048 4.5687 -1.4237 0.0 0.0 0.1 0.0014
C 0.0012 3.7622 -0.5152 -0.1 0.1 -0.1 -0.0019
N 1.2245 3.3390 -0.7167 0.0 -0.2 0.0 0.0031
C 1.8338 3.6760 -1.8638 0.0 0.1 -0.2 0.0045
C 1.2550 4.5564 -2.8010 -0.1 -0.1 0.2 -0.0007
C -0.0620 4.9870 -2.5579 0.2 0.0 0.0 -0.0022
C 2.0034 4.9840 -3.9440 0.1 0.1 -0.2 0.0008
C 3.2572 4.5345 -4.1641 0.0 0.1 0.0 0.0003
C 3.8586 3.5748 -3.2858 -0.2 -0.1 0.3 -0.0002
C 5.1375 3.0379 -3.4970 0.1 0.0 0.0 0.0002
C 5.6355 2.1050 -2.6240 0.0 0.0 0.0 0.0000
C 4.8275 1.6769 -1.5558 0.0 0.0 -0.1 -0.0009
N 3.6205 2.1473 -1.3552 -0.3 0.2 0.2 -0.0010
C 3.1461 3.1118 -2.1577 0.2 -0.1 -0.2 -0.0036
H -1.7258 4.8587 -1.2102 0.0 0.0 0.0 -0.0003
H -0.4715 3.4500 0.4116 0.0 0.0 0.0 -0.0005
H -0.5454 5.6475 -3.2697 0.0 0.0 0.0 0.0003
H 1.5440 5.6967 -4.6203 0.0 0.0 0.0 0.0001
H 3.8280 4.8816 -5.0185 0.0 0.0 0.0 0.0000
H 5.7164 3.3697 -4.3528 0.0 0.0 0.0 0.0000
H 6.6222 1.6790 -2.7526 0.0 0.0 0.0 0.0000
H 5.1644 0.9268 -0.8468 -0.1 0.0 0.0 0.0003
C 5.8649 -2.2147 -4.5149 0.0 0.0 -0.1 -0.0003
C 5.1592 -2.2096 -3.1893 -0.1 0.2 0.1 0.0113
C 5.4612 -3.1165 -2.1719 -0.1 0.0 0.1 -0.0006
C 4.7309 -3.0866 -0.9990 0.1 0.0 -0.1 0.0095
C 3.7246 -2.1260 -0.7546 -0.2 -0.3 -0.2 -0.0120
Br 3.7739 0.3070 1.5868 0.0 0.0 0.2 0.0023
N 3.5576 -1.1660 -1.7147 0.0 -1.0 -0.6 0.0086
C 4.1886 -1.2679 -2.8914 0.3 0.5 0.1 -0.0129
H 6.9504 -2.2364 -4.3891 0.0 0.0 0.0 0.0002
H 5.6184 -1.3205 -5.0914 0.0 0.0 0.0 0.0000
H 5.5955 -3.0836 -5.1233 0.0 0.0 0.0 0.0003
H 6.2549 -3.8471 -2.3192 0.0 0.0 0.0 0.0001
H 4.9327 -3.8315 -0.2350 0.0 0.0 0.0 0.0002
H 3.9404 -0.5108 -3.6367 0.0 0.0 0.0 -0.0002
S -0.0439 0.7837 -2.8737 0.1 0.3 -0.2 0.0536
C -0.2425 0.0971 -1.4109 -1.1 0.0 -0.2 0.0468
N -0.1671 0.6498 -0.1871 -2.9 0.1 -1.1 0.0558
C -7.3632 -1.6137 0.6949 -0.1 0.0 0.0 0.0001
C -5.8686 -1.4876 0.6480 0.3 -0.2 0.1 0.0001
C -5.0429 -2.4430 1.2285 -0.2 0.2 0.0 0.0000
C -3.6510 -2.3153 1.2231 -0.4 -0.8 -0.2 -0.0007
C -2.8222 -3.4957 1.6605 0.3 0.1 0.4 -0.0002
C -3.1195 -1.1888 0.6537 0.6 0.2 -0.5 0.0120
Te -0.9596 -0.9355 0.8255 -1.6 1.6 0.4 -0.0015
N 0.5929 -1.7366 1.7350 -2.1 -0.3 1.3 -0.0063
C 0.6102 -2.3961 2.9713 0.8 -0.4 -0.7 -0.0020
O 1.3598 -3.3559 3.0216 -0.2 0.2 0.3 0.0002
C -0.0747 -1.9361 4.2175 -0.6 0.4 -0.3 -0.0004
C 0.6483 -1.9928 5.3959 0.1 0.0 0.3 0.0003
C 0.0792 -1.5552 6.5852 0.1 -0.1 -0.1 0.0000
C -1.2151 -1.0597 6.6011 0.0 0.0 0.0 0.0000
C -1.9508 -1.0152 5.4237 -0.1 0.1 0.2 -0.0001
C -1.3828 -1.4535 4.2434 0.2 -0.1 -0.1 0.0000
C -0.4441 -1.5968 -1.2526 -1.0 -0.8 -0.8 0.0089
C -1.5857 -2.0013 -2.0910 -0.3 -0.2 -0.3 0.1171
C -1.3399 -2.1723 -3.4066 0.1 0.1 0.0 -0.0932
C 0.0187 -2.2560 -3.8770 0.1 -0.1 -0.1 0.3651
C 0.9931 -2.6885 -2.9891 0.1 -0.1 0.2 -0.1390
C 0.7397 -2.6585 -1.6246 -2.5 0.6 -0.2 0.5051
C 0.7911 -3.7976 -0.6546 0.3 -0.2 0.0 -0.0060
C -3.8777 -0.2387 -0.0464 -0.6 -0.1 -0.2 -0.0059
C -3.3676 0.8764 -0.9248 0.0 -0.1 0.4 0.0101
C -5.2638 -0.4268 -0.0191 0.4 0.0 0.1 -0.0009
H -7.6682 -2.5110 1.2324 0.0 0.0 0.0 0.0000
H -7.7862 -1.6589 -0.3101 0.0 0.0 0.0 0.0000
H -7.8084 -0.7527 1.1968 0.0 0.0 0.0 0.0000
H -5.4811 -3.3181 1.6946 0.0 0.0 0.0 0.0002
H -3.4771 -4.3128 1.9529 0.0 -0.1 0.1 0.0004
H -2.1755 -3.2650 2.5167 -0.1 -0.1 -0.1 -0.0003
H -2.1742 -3.8720 0.8618 -0.1 0.1 -0.1 -0.0005
H 1.6628 -2.3663 5.3673 0.0 0.0 0.0 0.0000
H 0.6544 -1.6000 7.5014 0.0 0.0 0.0 0.0000
H -1.6508 -0.7088 7.5285 0.0 0.0 0.0 0.0000
H -2.9610 -0.6237 5.4215 0.0 0.0 0.0 0.0000
H -1.9919 -1.4439 3.3502 0.0 0.2 0.0 0.0010
H -2.5854 -2.1132 -1.6853 0.0 0.3 0.0 0.0308
H -2.1454 -2.3296 -4.1144 0.0 0.0 0.0 0.0013
H 0.2307 -2.2177 -4.9370 0.0 0.0 0.0 -0.0033
H 1.8999 -3.1602 -3.3554 0.0 0.0 0.0 0.0082
H 1.6912 -4.4085 -0.7087 0.1 0.1 -0.2 0.0031
H -0.0778 -4.4178 -0.9278 0.1 -0.1 0.2 0.0202
H 0.6809 -3.4776 0.3837 0.1 -0.1 -0.2 -0.0035
H -2.6965 1.5435 -0.3924 0.1 0.1 0.0 0.0018
H -4.2190 1.4395 -1.3045 0.1 0.0 0.0 -0.0009
H -2.8231 0.4792 -1.7805 0.1 0.0 -0.1 -0.0061
H -5.8788 0.2947 -0.5457 0.0 0.0 0.0 0.0000